Entry 1:
Molecular formula: C5H11N
Method: DFT, ωB97M-V with the def2-TZVPD basis set

## Properties
- Gap between HOMO and LUMO: 0.353 Ha
- E: -6852.096 eV
- HOMO: -0.31544 hartree
- Molecular weight: 85.15 u

The geometry in XYZ format:
```
17
Properties=species:S:1:pos:R:3:forces:R:3
C 1.5381 1.5285 -0.6333 0.24 0.15 -0.38
C 0.8841 0.1884 -0.5721 -0.55 -0.13 0.28
C -0.3972 -0.0371 -0.2372 0.45 0.00 -1.15
C -1.5533 0.8584 -0.5897 -0.19 -0.92 1.68
N -0.7852 -1.3634 0.1978 0.01 -0.21 -0.62
C -0.2083 -1.7377 1.4930 0.77 0.31 -0.48
H 2.3977 1.6083 -1.3018 -0.22 -0.22 -0.29
H 1.9585 1.7988 0.3394 -0.24 -0.06 0.12
H 0.8060 2.2801 -0.9096 0.05 0.30 0.01
H 1.4420 -0.7165 -0.7871 0.65 0.04 0.72
H -2.2104 0.8449 0.2785 -0.32 0.42 0.03
H -1.2786 1.8573 -0.8411 0.13 0.63 -0.28
H -2.1343 0.3724 -1.3734 0.18 0.05 -0.21
H -0.3893 -1.9949 -0.4935 -0.24 -0.21 0.07
H -0.6418 -1.1299 2.2843 -0.27 -0.33 0.14
H 0.8723 -1.5442 1.5185 0.03 0.09 0.05
H -0.3002 -2.8135 1.6273 -0.50 0.07 0.32
```
Forces are in eV/Å.



Entry 2:
Molecular formula: C5H11N
Method: DFT, ωB97M-V with the def2-TZVPD basis set

## Properties
- Gap between HOMO and LUMO: 0.391 Ha
- E: -6851.166 eV
- HOMO: -0.35304 hartree
- Molecular weight: 85.15 u

The geometry in XYZ format:
```
17
Properties=species:S:1:pos:R:3:forces:R:3
C 3.3492 -0.0899 -1.2669 -0.19 -1.09 0.26
C 2.9686 -0.8091 -0.2132 0.15 0.82 -0.05
C 1.5511 -1.0936 0.1916 0.51 0.72 1.27
H 4.3922 0.1891 -1.2893 -0.03 0.22 -0.55
H 2.6587 0.0808 -2.0870 0.26 0.36 -0.03
H 3.7339 -0.9224 0.5486 -0.13 -0.36 0.14
H 0.8634 -1.4962 -0.5403 0.00 0.13 -0.19
H 1.5075 -1.6466 1.1258 0.09 -0.80 -0.24
H 1.2505 -0.1190 0.6024 -0.66 0.00 -0.61
C -1.8236 0.8794 -0.4752 1.11 -1.88 0.72
N -2.9978 0.4493 -0.3527 -0.74 0.85 -0.35
C -3.6630 0.6839 0.9259 1.45 -0.24 0.11
H -1.2276 0.6036 -1.3429 -0.34 0.43 -0.44
H -1.1891 1.0969 0.4009 -0.37 0.85 -0.03
H -3.9293 -0.2891 1.3272 -0.56 0.02 0.01
H -4.4984 1.3599 0.8075 -0.35 -0.16 -0.07
H -2.9461 1.1231 1.6374 -0.20 0.12 0.06
```
Forces are in eV/Å.



Entry 3:
Molecular formula: C5H11N
Method: DFT, ωB97M-V with the def2-TZVPD basis set

## Properties
- Gap between HOMO and LUMO: 0.376 Ha
- E: -6852.017 eV
- HOMO: -0.33397 hartree
- Molecular weight: 85.15 u

The geometry in XYZ format:
```
17
Properties=species:S:1:pos:R:3:forces:R:3
C -0.0021 0.5483 2.4811 1.08 0.62 0.98
C -0.2836 -0.2542 1.2373 -1.11 0.29 -1.46
C -0.1867 0.6140 -0.0279 0.36 -0.21 0.77
N 1.0178 0.6836 -0.8773 1.08 -0.61 0.32
C -0.2034 0.0989 -1.4042 -0.68 -0.53 -0.36
C -0.2589 -1.3717 -1.7169 0.39 -1.49 -1.54
H 1.0230 1.0871 2.5026 -1.48 -1.21 -0.06
H -0.1094 -0.1754 3.3080 0.40 0.66 0.10
H -0.7422 1.3513 2.6541 0.19 -0.42 -0.25
H 0.2939 -1.2010 1.1923 -0.20 0.65 -0.09
H -1.3727 -0.5227 1.2457 0.80 -0.19 0.28
H -0.6265 1.6021 0.1480 0.10 -0.26 -0.16
H 1.6732 -0.1031 -0.6219 -0.92 1.09 -0.31
H -0.7654 0.6700 -2.1512 0.48 0.16 0.19
H 0.4368 -2.0099 -1.0477 -1.07 1.00 -1.26
H -1.3002 -1.7590 -1.6220 0.67 0.21 0.16
H -0.0271 -1.5355 -2.8844 -0.09 0.22 2.70
```
Forces are in eV/Å.



Entry 4:
Molecular formula: C5H11N
Method: DFT, ωB97M-V with the def2-TZVPD basis set

## Properties
- Gap between HOMO and LUMO: 0.295 Ha
- E: -6849.918 eV
- HOMO: -0.26224 hartree
- Molecular weight: 85.15 u

The geometry in XYZ format:
```
17
Properties=species:S:1:pos:R:3:forces:R:3
C 1.6028 -0.3247 1.1021 -0.01 -0.01 0.06
C 1.0102 0.1549 -0.2146 0.07 0.11 0.03
N -0.4652 0.1141 -0.2345 -0.01 -0.11 0.05
C -1.0884 0.8833 -1.3293 -0.02 -0.19 -0.21
C -1.3451 1.3474 0.0665 0.23 0.27 -0.03
C -1.0872 -1.1303 0.2378 -0.03 -0.10 -0.04
H 2.6616 -0.0514 1.1465 -0.15 -0.05 -0.01
H 1.0926 0.1396 1.9516 0.08 -0.03 -0.10
H 1.5371 -1.4129 1.2042 -0.02 0.19 0.03
H 1.2767 1.2008 -0.3942 -0.03 -0.16 0.01
H 1.3978 -0.4413 -1.0526 -0.10 0.05 0.13
H -0.3366 1.3183 -1.9988 -0.15 -0.04 0.16
H -1.8590 0.3382 -1.8810 0.09 0.09 0.17
H -0.6267 2.1465 0.3083 -0.09 -0.08 -0.06
H -1.2625 -1.0313 1.3112 0.08 -0.11 -0.16
H -0.4551 -2.0011 0.0307 -0.07 0.13 -0.08
H -2.0530 -1.2500 -0.2538 0.13 0.06 0.08
```
Forces are in eV/Å.



Entry 5:
Molecular formula: C5H11N
Method: DFT, ωB97M-V with the def2-TZVPD basis set

## Properties
- Multiplicity: 2
- <S²>: 0.76
- Gap between HOMO and LUMO (spin up / spin down): 0.418 / 0.185 Ha
- Total charge: +1
- E: -6843.723 eV
- HOMO (spin up / spin down): -0.52821 / -0.50316 hartree
- Molecular weight: 85.15 u

The geometry in XYZ format:
```
17
Properties=species:S:1:pos:R:3:forces:R:3
C -1.4084 -0.9346 0.0225 0.54 0.28 -0.03
C -0.0075 -0.6167 0.5657 -1.17 -0.25 -1.00
C 0.9021 0.0736 -0.5278 1.89 -1.06 -0.39
C 0.7857 1.4923 -0.8112 -1.58 1.70 1.04
C -0.2309 2.3071 -0.4307 0.69 -0.69 -0.61
N 0.7083 -1.7665 0.9612 -1.05 0.93 1.12
H -2.0593 -1.3005 0.8209 0.06 -0.04 -0.21
H -1.8492 -0.0401 -0.4210 0.01 -0.10 0.18
H -1.3074 -1.6476 -0.7875 -0.20 -0.37 -0.05
H -0.1083 0.1064 1.3639 0.48 0.22 0.55
H 0.8269 -0.5563 -1.4283 -0.40 0.12 0.16
H 1.9710 -0.0924 -0.2664 -0.34 -0.03 0.01
H 1.6573 1.9723 -1.2208 0.25 -0.09 -0.49
H -0.3171 3.3254 -0.7850 0.24 0.05 0.14
H -1.0223 1.9646 0.2147 -0.25 -0.10 0.08
H 1.2577 -1.6449 1.8017 0.56 -0.21 -0.12
H 0.2013 -2.6420 0.9282 0.27 -0.36 -0.40
```
Forces are in eV/Å.



Entry 6:
Molecular formula: C5H11N
Method: DFT, ωB97M-V with the def2-TZVPD basis set

## Properties
- Multiplicity: 2
- <S²>: 0.77
- Gap between HOMO and LUMO (spin up / spin down): 0.386 / 0.295 Ha
- Total charge: +1
- E: -6844.838 eV
- HOMO (spin up / spin down): -0.52418 / -0.55350 hartree
- Molecular weight: 85.15 u

The geometry in XYZ format:
```
17
Properties=species:S:1:pos:R:3:forces:R:3
C -0.0996 -0.5420 2.4600 0.92 -1.53 -0.81
N -0.5896 -0.6513 1.0732 0.07 1.13 0.45
C -0.0303 0.0122 0.0429 -0.18 -1.31 -0.62
C -0.8465 0.7015 -0.8472 -0.26 0.01 -1.16
C -0.5837 0.8636 -2.3037 0.92 -0.15 0.66
C 1.4292 -0.2720 -0.2232 -0.16 0.48 0.16
H 0.4607 0.3800 2.5750 -0.52 0.27 0.21
H 0.6275 -1.3377 2.6412 -0.09 -0.14 0.21
H -0.9560 -0.7127 3.1010 0.09 0.45 0.26
H -1.4623 -1.1389 0.9157 -0.38 0.70 0.19
H -1.8032 1.0866 -0.5232 -0.13 -0.23 0.41
H -0.0936 1.7984 -2.6033 -0.27 0.17 0.26
H -1.5367 0.7947 -2.8175 0.02 -0.06 -0.27
H 0.1338 0.0901 -2.5868 -0.35 -0.05 -0.42
H 1.7312 -0.0077 -1.2323 -0.10 0.46 0.06
H 2.0361 0.2826 0.4922 0.32 -0.22 -0.04
H 1.5830 -1.3475 -0.1640 0.11 0.01 0.45
```
Forces are in eV/Å.



Entry 7:
Molecular formula: C5H11N2
Method: DFT, ωB97M-V with the def2-TZVPD basis set

## Properties
- Gap between HOMO and LUMO: 0.294 Ha
- Total charge: +1
- E: -8333.781 eV
- HOMO: -0.48108 hartree
- Molecular weight: 99.16 u

The geometry in XYZ format:
```
18
Properties=species:S:1:pos:R:3:forces:R:3
H -3.1756 1.7588 0.7210 1.99 -2.28 0.47
N -2.7322 0.8395 1.1407 -3.66 3.29 0.77
C -2.1278 -0.0344 0.5310 0.88 -1.53 0.76
C -1.3098 0.0707 -0.7006 -0.66 -0.48 -2.48
C -0.0832 -0.8610 -0.4769 -2.23 -1.62 -3.02
N 1.0451 -0.1868 0.1023 1.34 -1.05 -1.33
C 0.9269 0.6613 0.9954 0.06 2.34 2.27
C 2.3635 -0.3461 -0.5175 4.02 -1.47 0.43
H -1.9299 -0.9665 1.1602 -0.28 0.76 -0.78
H -1.8795 0.0141 -1.7422 1.14 -0.84 2.19
H -1.0359 1.0901 -0.7572 0.78 1.23 -0.02
H -0.5332 -1.6577 0.1465 1.15 0.19 0.05
H 0.1999 -1.3683 -1.4603 0.02 0.89 1.50
H 1.7360 1.2422 1.3975 0.92 -0.27 -0.30
H 0.0307 1.0016 1.4513 -1.30 -0.53 -0.01
H 2.4453 -1.0952 -1.3261 -0.96 0.75 0.14
H 2.7998 0.6214 -0.8098 -0.70 -0.30 -0.21
H 3.2601 -0.7836 0.1445 -2.52 0.92 -0.43
```
Forces are in eV/Å.



Entry 8:
Molecular formula: C5H11N2
Method: DFT, ωB97M-V with the def2-TZVPD basis set

## Properties
- Gap between HOMO and LUMO: 0.328 Ha
- Total charge: +1
- E: -8336.289 eV
- HOMO: -0.45690 hartree
- Molecular weight: 99.16 u

The geometry in XYZ format:
```
18
Properties=species:S:1:pos:R:3:forces:R:3
C -1.9004 -0.8787 2.4491 0.01 -0.01 -0.18
C -1.4682 -1.5399 1.3789 0.35 -0.10 0.39
C -1.3484 -0.9012 0.0761 -0.52 0.32 0.14
C -1.0486 -1.5079 -1.0669 0.06 -0.50 -0.27
H -2.1386 0.1744 2.3785 -0.13 0.07 0.08
H -2.0500 -1.3694 3.3997 0.07 0.04 0.04
H -1.2003 -2.5856 1.4868 -0.06 -0.04 -0.23
H -1.6795 0.1363 0.0721 0.06 0.07 -0.13
H -1.1497 -1.0423 -2.0404 0.00 0.19 0.06
H -0.8042 -2.5634 -1.0786 0.05 -0.02 0.01
N 1.4022 0.4555 -1.3764 0.32 0.00 0.20
C 1.4132 1.4945 -0.5909 -0.24 -0.14 -0.20
N 2.3366 2.4238 -0.5616 -0.04 -0.04 0.34
H 2.2050 0.2390 -1.9544 -0.22 -0.08 -0.11
H 0.6348 -0.2228 -1.2839 0.25 0.05 0.01
H 0.5619 1.5959 0.0714 -0.01 0.16 0.00
H 2.2264 3.1925 0.0824 0.12 -0.01 -0.04
H 3.2167 2.3435 -1.0495 -0.06 0.06 -0.12
```
Forces are in eV/Å.



- Number 6 is which compound?
  C5H11N